Below is a molecular structure, C26H49As3MnN3O2S, with properties calculated with ωB97M-V/def2-TZVPD.

```
85
Properties=species:S:1:pos:R:3:forces:R:3:mulliken_spin:R:1
Mn 0.230543 -0.275227 -0.537929 0.445 0.484 -0.366 4.259
C -0.059975 -4.121284 0.069909 0.528 -0.111 -1.321 -0.010
As 0.350310 -2.354134 0.936509 -0.133 -0.731 -0.857 -0.020
C -1.083277 -2.311891 2.205550 0.174 0.440 1.687 0.003
C 1.839055 -2.572696 2.207848 -0.206 1.068 -0.243 -0.005
C 3.194917 -1.865035 2.072433 0.548 -0.208 -1.091 -0.003
C 3.909706 -2.235079 0.775581 -1.323 -0.906 -1.589 0.006
C 3.036049 -0.325020 2.154629 0.593 0.080 0.482 -0.008
As 2.241465 0.686893 0.704259 0.476 -0.765 -1.075 -0.169
C 3.704746 1.257113 -0.404410 -0.238 0.781 1.384 -0.003
C 1.719507 2.327558 1.507501 0.195 1.211 -0.748 -0.006
C 4.148129 -2.424433 3.127599 -0.171 0.573 1.613 0.000
As 4.002113 -2.001949 5.066323 -0.545 -0.349 0.620 0.000
C 2.055176 -1.776234 5.360564 0.417 0.120 1.855 0.000
C 4.584244 -0.134437 5.157331 0.533 0.446 0.589 0.000
H -0.826825 -4.628407 0.635271 -0.177 0.045 0.506 -0.002
H 0.833602 -4.786964 0.054171 -0.517 0.657 -0.008 -0.001
H -0.477344 -4.068623 -0.991548 0.846 0.391 1.389 -0.001
H -2.086180 -2.312869 1.831291 -0.406 -0.250 -0.729 0.002
H -1.031628 -1.403812 2.838246 0.304 -0.386 -0.321 0.001
H -0.947025 -3.174530 2.881001 -0.121 0.262 -0.305 -0.002
H 2.021518 -3.607464 2.263898 0.131 -1.474 0.114 -0.001
H 1.355949 -2.264275 3.124040 0.012 -0.061 0.257 -0.002
H 3.252411 -2.008629 -0.101319 0.612 0.647 0.242 0.006
H 4.048733 -3.330031 0.548017 0.238 0.879 1.041 0.000
H 4.855341 -1.705418 0.782520 0.161 -0.059 -0.602 0.001
H 3.977002 0.223679 2.480943 -1.131 -0.757 -0.493 0.001
H 2.254088 -0.155020 2.869493 -0.070 0.284 1.075 -0.004
H 4.498390 1.549373 0.284185 0.073 0.012 -0.127 -0.005
H 3.347530 2.110551 -0.930897 -0.127 0.809 -0.395 0.001
H 4.053503 0.570817 -1.106839 0.498 -1.395 -0.956 0.000
H 2.555275 2.880202 1.932752 0.124 -0.372 0.377 -0.007
H 0.938673 2.140117 2.193914 -0.632 -0.154 1.080 0.007
H 1.305300 3.041019 0.781184 0.064 -0.519 -0.230 0.002
H 5.176083 -2.033700 3.043795 -0.247 -0.421 -0.749 -0.001
H 4.130485 -3.526018 3.100727 0.272 0.448 -0.201 0.000
H 1.465318 -2.658193 5.194383 0.126 -0.875 0.234 0.000
H 1.567280 -1.060409 4.758806 -0.290 1.370 -0.649 0.000
H 1.928190 -1.471417 6.443900 0.114 -0.356 -1.218 0.000
H 5.647957 -0.104780 4.957000 0.352 -0.223 -0.898 0.000
H 4.710063 0.187489 6.210128 -1.047 -0.167 -0.303 0.000
H 4.072062 0.616962 4.544893 0.039 -0.172 0.422 0.000
C -3.176649 3.057950 -2.987955 1.153 -1.808 -0.652 0.001
C -2.062647 2.991886 -4.111950 -0.369 -0.926 0.678 0.000
N -0.714603 2.713787 -3.540902 -0.872 0.481 0.162 0.008
C 0.215389 3.844281 -3.486838 2.079 -0.304 -1.324 -0.001
C 0.204549 4.664715 -2.209775 -2.389 -0.379 0.236 -0.001
C -0.488417 1.503328 -3.051390 0.884 0.216 -0.400 0.011
S 1.033298 1.175409 -2.252309 0.090 -0.137 0.700 -0.078
N -1.327782 0.553548 -3.381069 -1.595 -1.070 0.161 -0.004
C -1.625482 -0.568565 -2.763137 1.027 -0.024 0.008 -0.005
O -1.213473 -0.898787 -1.564739 -0.118 0.494 -0.534 0.038
C -2.436940 -1.589949 -3.442579 0.192 -0.563 1.910 -0.002
C -3.027976 -1.359634 -4.662758 0.379 -0.738 0.786 -0.001
C -3.770758 -2.375982 -5.198068 -1.356 -0.853 -0.525 0.000
C -3.967130 -3.596330 -4.558072 0.647 0.771 0.708 0.002
C -3.374855 -3.786889 -3.300832 -0.273 0.062 -0.310 -0.002
C -2.648988 -2.805255 -2.705452 1.265 2.142 -0.624 0.005
H -4.156028 3.214887 -3.478854 0.464 -0.094 0.615 0.000
H -2.912096 3.822474 -2.276316 -0.194 0.634 0.039 0.000
H -3.128205 2.070298 -2.386683 -0.448 1.395 -1.199 0.000
H -1.956198 3.901438 -4.676576 -0.220 0.453 -0.003 0.000
H -2.281196 2.185524 -4.832138 -0.043 0.315 0.392 0.000
H 0.038816 4.486454 -4.400549 -0.092 -0.707 1.095 0.000
H 1.274296 3.434482 -3.667577 -1.486 0.500 0.339 0.004
H -0.884289 5.018561 -2.003377 1.850 -0.522 -0.139 0.000
H 0.794512 5.538782 -2.398206 0.449 0.470 0.307 0.000
H 0.575069 4.054091 -1.361509 -0.163 0.559 -0.398 0.002
H -2.888890 -0.426251 -5.128446 0.026 0.902 -0.640 0.001
H -4.358447 -2.213780 -6.082259 0.164 0.125 -0.505 0.000
H -4.606578 -4.334455 -5.004907 -0.042 -0.254 -0.057 0.000
H -3.471816 -4.650420 -2.712850 -0.516 -1.422 0.221 0.000
H -2.137488 -2.866297 -1.721207 -0.794 -0.301 -0.921 0.000
C -3.322200 1.034445 2.242868 0.071 -0.565 -0.848 0.002
N -2.951778 1.886856 1.072787 -1.932 0.158 0.439 0.006
C -4.017489 2.861955 0.617699 -0.913 -1.407 1.281 0.000
C -1.829368 1.710404 0.456400 1.041 0.507 -0.644 0.003
O -1.078271 0.721472 0.666589 0.101 0.599 0.243 -0.035
H -4.340255 0.646250 2.208800 -0.033 0.219 -0.534 0.000
H -3.259350 1.609656 3.134014 0.197 0.707 0.732 0.001
H -2.662351 0.168814 2.339169 0.015 0.392 -0.272 -0.001
H -4.974295 2.242783 0.697414 1.171 0.731 -1.093 0.000
H -3.852689 3.389611 -0.356232 0.014 -0.815 1.094 0.000
H -4.212229 3.516753 1.461969 0.461 0.723 -0.193 0.000
H -1.517180 2.557906 -0.219846 -0.383 -0.964 0.178 0.004
```
Forces are in eV/Å.

Energy relative to the best compared isomer or geometry (same formula, charge and spin) in kJ/mol: 0.00
Total charge: +2
HOMO level (spin up / spin down) in eV: -12.755 / -12.756
Multiplicity: 5
Frontier orbital gap (spin up / spin down) in hartree: 0.1990 / 0.2544

---

Below is a molecular structure, C26H49AsN2O6PS2V, with properties calculated with ωB97M-V/def2-TZVPD.

```
88
Properties=species:S:1:pos:R:3:forces:R:3:mulliken_spin:R:1
V 0.125697 -0.667914 1.751828 -0.008 -0.017 -0.274 1.015
C 2.877587 -3.454271 1.459314 0.014 -0.044 -0.001 0.006
C 1.723026 -4.439862 1.652795 -0.011 -0.004 0.005 -0.001
C 1.094541 -4.270865 3.039266 0.029 -0.011 -0.019 0.003
C 0.687543 -4.445447 0.535536 -0.006 0.068 0.001 0.003
C 0.641892 -5.573062 -0.276599 -0.014 -0.011 -0.023 0.008
C -0.312921 -5.728264 -1.269965 0.014 -0.015 0.009 -0.008
C -1.277511 -4.743314 -1.415184 -0.009 -0.014 -0.001 0.007
C -1.277905 -3.593438 -0.635665 0.011 0.016 0.035 -0.006
C -2.430643 -2.621863 -0.834676 0.019 0.017 -0.029 0.000
C -3.226279 -2.387854 0.450352 -0.011 -0.011 0.012 0.003
C -2.034629 -1.291103 -1.479968 -0.001 -0.017 -0.003 -0.002
C -0.244779 -3.387114 0.323904 0.074 -0.110 0.072 0.070
N -0.136409 -2.203202 0.991016 -0.123 0.060 -0.096 -0.114
H 3.637857 -3.620431 2.229103 -0.010 -0.003 -0.001 0.000
H 2.542574 -2.424096 1.547327 -0.040 0.071 -0.004 0.013
H 3.353450 -3.589185 0.484380 -0.014 0.005 0.005 0.001
H 2.164827 -5.443471 1.629296 -0.006 -0.003 -0.009 0.001
H 0.709745 -3.262148 3.165802 -0.022 0.040 0.010 0.010
H 1.847217 -4.449903 3.812990 -0.003 0.003 -0.007 0.000
H 0.276301 -4.980223 3.185269 0.006 0.003 -0.005 0.000
H 1.372820 -6.359630 -0.111462 -0.006 0.007 -0.002 0.000
H -0.327139 -6.614740 -1.893096 0.003 0.003 0.006 -0.001
H -2.066141 -4.871222 -2.151556 0.009 0.004 0.003 0.000
H -3.106394 -3.121544 -1.539203 0.006 0.004 -0.011 0.001
H -2.616179 -1.876309 1.192432 -0.011 0.005 0.006 0.004
H -3.564239 -3.337519 0.872062 0.001 0.002 -0.004 0.000
H -4.107257 -1.773336 0.240458 0.000 -0.002 0.005 0.000
H -1.424396 -0.694746 -0.805326 0.028 0.019 0.017 0.000
H -2.929440 -0.710165 -1.725772 0.001 -0.005 0.006 0.000
H -1.474272 -1.455305 -2.405214 0.006 0.000 0.007 0.000
C -3.852268 0.975571 1.963402 0.010 -0.015 -0.001 0.000
C -2.367136 1.276754 1.809207 0.089 0.102 0.002 0.005
O -2.025904 2.412797 1.477914 0.008 -0.030 -0.011 0.003
O -1.584672 0.293295 2.052222 -0.119 -0.116 0.032 0.007
H -4.313766 1.739458 2.589590 0.006 0.003 -0.009 0.000
H -4.018717 -0.013243 2.382976 -0.004 0.002 0.003 -0.001
H -4.319773 1.030324 0.978023 0.001 -0.015 -0.005 0.000
C -4.527015 3.710833 -0.726470 -0.008 0.021 0.019 -0.001
C -4.003889 3.234842 -2.064491 0.023 -0.011 -0.016 0.000
O -2.729943 3.826595 -2.353764 0.057 0.013 0.010 0.000
P -1.413035 2.946301 -1.896720 -0.039 -0.061 -0.016 0.001
O -0.426207 4.168634 -1.489410 0.003 -0.011 -0.020 0.000
C -0.249426 4.480766 -0.089368 -0.017 -0.007 0.011 -0.002
C -1.171656 5.603235 0.332250 -0.001 -0.002 -0.005 0.000
O -0.727749 2.648562 -3.371193 -0.003 0.030 0.055 0.000
C -0.416481 3.710133 -4.281721 -0.013 -0.006 0.003 0.000
C -0.186323 3.106266 -5.648840 0.002 0.006 -0.009 0.000
H -5.508985 3.273847 -0.529112 0.010 -0.001 0.008 0.000
H -4.626132 4.797930 -0.724023 0.000 -0.002 -0.006 0.000
H -3.846267 3.418902 0.077493 -0.011 -0.023 -0.016 0.000
H -4.668061 3.525033 -2.880306 -0.005 -0.009 -0.001 0.000
H -3.919608 2.142791 -2.075748 -0.006 0.005 0.009 0.000
H 0.797290 4.767883 0.014377 0.005 0.002 -0.001 0.000
H -0.437002 3.593027 0.514564 0.006 0.000 -0.014 0.003
H -1.020453 6.490309 -0.286043 -0.004 -0.005 0.005 0.000
H -0.978068 5.859971 1.375456 0.003 0.002 -0.005 0.000
H -2.212464 5.290020 0.252510 0.009 0.008 -0.002 0.000
H 0.471569 4.234194 -3.924300 0.007 0.017 0.002 0.000
H -1.244513 4.420538 -4.299480 -0.010 0.015 -0.009 0.000
H 0.628579 2.380602 -5.617487 -0.001 0.002 -0.003 0.000
H 0.077284 3.884806 -6.367302 -0.003 -0.007 0.002 0.000
H -1.084366 2.597138 -5.999978 0.008 0.000 0.004 0.000
C 5.962456 0.719092 3.826277 0.075 0.050 0.113 0.000
As 4.196480 0.128471 3.171856 -0.061 -0.092 -0.214 0.005
C 3.763826 -0.988700 4.721086 0.020 0.037 -0.005 0.001
C 3.233238 1.742826 3.719384 0.067 0.005 0.081 0.000
O 1.186862 -0.555835 2.965987 0.068 0.012 0.244 -0.041
H 5.885075 1.114515 4.841296 0.025 0.011 0.016 0.000
H 6.366933 1.494977 3.175504 -0.018 0.014 -0.023 0.000
H 6.660722 -0.118656 3.828253 -0.007 -0.029 -0.010 0.000
H 4.022850 -0.475039 5.649265 -0.033 0.000 0.014 0.000
H 4.313085 -1.928810 4.663683 0.016 -0.004 -0.011 0.000
H 2.696088 -1.191871 4.673329 -0.003 -0.010 0.021 0.000
H 3.405706 1.945616 4.778563 -0.009 0.019 0.004 0.000
H 2.173074 1.584423 3.539309 -0.012 -0.019 -0.011 0.001
H 3.587602 2.589758 3.130715 -0.014 0.006 -0.017 0.000
S 0.825919 0.956639 0.002375 -0.012 -0.011 -0.098 -0.011
C 1.294891 0.080529 -1.344890 0.085 0.115 0.075 0.004
N 1.367762 0.624431 -2.569488 -0.032 -0.058 0.028 0.004
C 1.519239 -0.325733 -3.662581 0.025 0.031 0.003 -0.001
C 2.302824 -1.485845 -3.069597 -0.041 -0.040 -0.041 0.001
S 1.740478 -1.590222 -1.341861 -0.054 -0.010 0.040 0.009
H 0.856461 1.486054 -2.740059 0.000 -0.010 0.038 -0.003
H 2.050301 0.139893 -4.493056 -0.009 -0.001 -0.008 0.000
H 0.534995 -0.653108 -4.011915 -0.017 -0.014 0.012 0.000
H 3.377024 -1.301997 -3.099793 -0.004 0.015 0.032 0.000
H 2.082725 -2.427976 -3.567315 0.015 0.013 -0.010 0.000
```
Forces are in eV/Å.

Energy relative to the best compared isomer or geometry (same formula, charge and spin) in kJ/mol: 0.00
Total charge: -1
HOMO level (spin up / spin down) in eV: -3.775 / -4.181
Multiplicity: 2
Frontier orbital gap (spin up / spin down) in hartree: 0.2211 / 0.2361